The following is a DFT calculation (the ωB97M-V functional and the def2-TZVPD basis) of a structure of composition C38H46N11OSSeTeTi.

XYZ file:
```
100
Properties=species:S:1:pos:R:3:forces:R:3:mulliken_charge:R:1
Ti -0.073086 -1.569487 -1.568560 -0.164 -0.330 0.544 0.0130
C 3.543144 0.356422 3.794304 -0.007 0.005 0.005 -1.6597
C 3.246978 0.740616 2.396531 0.002 0.039 0.016 1.2555
N 3.829296 1.682366 1.725152 0.045 0.004 0.022 -0.9168
N 3.206680 1.671818 0.521935 -0.062 -0.039 -0.003 0.6837
C 2.257361 0.738292 0.419734 0.002 0.069 -0.106 -0.4645
S 1.277880 0.555173 -0.971172 0.083 0.039 0.029 -0.1129
N 2.281319 0.131847 1.622033 0.092 0.027 -0.029 0.4417
N 1.458097 -0.925067 1.969949 -0.156 -0.005 -0.051 -0.5390
H 4.315699 1.018978 4.174868 0.004 -0.007 0.005 0.3658
H 3.900967 -0.672186 3.861772 -0.002 0.001 0.001 0.4458
H 2.651223 0.458407 4.415324 -0.002 -0.011 -0.005 0.3349
H 3.427259 2.366348 -0.172908 -0.011 -0.004 -0.003 0.1745
H 1.849844 -1.419186 2.760729 -0.009 -0.026 0.007 0.2845
H 0.526136 -0.558322 2.175778 0.000 -0.059 0.049 -0.0229
Se -0.084023 -4.285130 2.485063 0.051 0.073 -0.066 -0.0826
C 0.088026 -3.417700 0.986357 -0.011 -0.056 0.140 0.0183
N 0.200994 -2.825544 -0.029124 -0.079 0.159 -0.354 -0.3092
C 3.000776 -2.326514 -1.625029 0.003 -0.014 -0.018 -1.1624
N 1.839060 -2.465944 -2.576287 0.031 0.014 -0.043 1.7586
C 2.222384 -1.754675 -3.837212 0.002 -0.002 -0.004 -0.8071
N 3.451642 -2.273980 -4.401462 0.010 0.018 0.011 0.0877
C 4.526932 -2.119409 -3.418791 -0.003 0.000 0.010 -0.6240
N 4.231963 -2.844460 -2.179597 0.014 0.002 -0.015 0.1248
C 4.054437 -4.261524 -2.497662 -0.005 0.012 0.012 -0.6665
N 2.969403 -4.453698 -3.460022 0.003 -0.014 0.019 0.1075
C 1.742636 -3.929184 -2.902507 -0.010 0.000 -0.008 -0.9002
C 3.285285 -3.702346 -4.677502 0.023 -0.002 -0.003 -0.7061
H 2.745537 -2.859158 -0.707677 0.005 0.013 0.005 0.1963
H 3.126148 -1.267041 -1.412018 -0.010 -0.016 0.019 0.4582
H 2.333243 -0.694321 -3.605759 0.002 -0.009 -0.002 0.2324
H 1.410309 -1.870208 -4.556298 -0.001 -0.004 0.007 0.0915
H 4.654607 -1.059688 -3.190365 -0.001 0.001 -0.009 0.2916
H 5.455067 -2.502102 -3.843524 0.002 0.001 0.001 0.3672
H 3.824681 -4.807541 -1.581006 -0.002 -0.011 -0.008 0.3458
H 4.980003 -4.654134 -2.918806 0.003 -0.001 0.002 0.3531
H 1.486984 -4.460438 -1.983373 0.011 -0.003 -0.009 0.0793
H 0.947221 -4.068357 -3.631442 -0.008 0.001 -0.003 0.2784
H 2.479789 -3.837265 -5.401890 -0.001 -0.002 0.000 0.3425
H 4.209872 -4.091355 -5.104375 -0.007 -0.003 -0.010 0.3275
C -2.588924 -5.127258 -4.048743 0.018 0.027 0.013 -0.2779
C -2.328956 -5.267918 -2.696578 -0.004 0.007 -0.012 -0.9023
C -1.609770 -4.282474 -2.044681 -0.005 -0.030 0.052 -0.2872
N -1.146710 -3.194171 -2.670260 0.061 0.103 -0.052 0.5904
C -1.411715 -3.054844 -3.978941 -0.030 -0.044 -0.027 -0.2008
C -2.121640 -3.994568 -4.698866 -0.011 -0.003 0.018 -0.9865
H -3.147266 -5.881728 -4.586102 -0.001 -0.004 -0.001 0.4164
H -2.675857 -6.126865 -2.140653 0.000 0.001 0.006 0.4786
H -1.393880 -4.360924 -0.989086 -0.006 -0.007 -0.015 0.3705
H -1.037883 -2.157075 -4.450227 0.002 0.000 0.005 0.5243
H -2.303763 -3.831692 -5.751443 0.001 -0.002 -0.001 0.4681
C -4.076815 2.173026 7.359565 0.003 0.002 -0.009 -1.5679
C -3.482500 1.953891 5.996508 0.007 0.001 -0.014 0.5616
C -2.927583 0.734680 5.638400 -0.005 0.023 -0.009 -1.1244
C -2.378283 0.517957 4.376972 0.000 -0.011 0.003 1.0240
C -1.782770 -0.834851 4.084551 -0.021 -0.027 -0.004 -1.1555
C -2.393527 1.562903 3.447213 -0.009 -0.027 0.011 -0.3646
Te -1.551966 1.287799 1.519672 0.037 -0.008 0.090 0.5707
N -1.702854 -0.783089 -1.471070 0.067 -0.051 0.061 0.2046
C -1.373311 -0.025280 -2.495936 0.032 0.061 -0.069 0.1632
O -0.320533 -0.442108 -3.183169 0.028 0.088 -0.114 -0.3958
C -1.995551 1.261574 -2.819569 -0.017 0.022 -0.028 0.1975
C -1.426238 2.089951 -3.785048 -0.003 -0.020 0.012 -0.0556
C -1.995794 3.324153 -4.045116 0.005 0.003 -0.006 -0.8742
C -3.130257 3.722724 -3.348323 -0.007 0.018 -0.002 -0.3709
C -3.701093 2.893111 -2.391271 -0.006 -0.016 0.014 -0.7927
C -3.133755 1.659892 -2.121776 0.008 -0.007 -0.014 -0.1043
C -0.067698 2.781297 1.796656 0.007 -0.059 -0.060 0.2701
C 0.640218 2.788407 2.996133 -0.009 -0.005 0.014 -0.5228
C 1.621277 3.737376 3.233362 0.017 0.028 0.007 -0.8248
C 1.911867 4.678951 2.256443 -0.002 -0.010 0.014 -0.7268
C 1.202864 4.674781 1.065642 -0.008 0.014 0.001 -0.7397
C 0.196573 3.740666 0.814095 -0.054 -0.001 -0.028 1.0127
C -0.591865 3.816496 -0.465232 0.040 -0.002 0.009 -1.0685
C -2.969167 2.799074 3.776008 0.028 0.037 -0.040 1.0543
C -3.035639 3.945922 2.804220 -0.043 -0.020 0.017 -1.3240
C -3.493061 2.971394 5.050327 -0.008 0.003 0.021 -0.9398
H -3.881799 1.327994 8.017826 -0.002 0.000 0.004 0.3583
H -5.157849 2.306017 7.291644 -0.001 -0.002 0.007 0.3329
H -3.666467 3.070780 7.823168 -0.003 -0.002 0.008 0.3614
H -2.920593 -0.075938 6.358465 0.004 -0.003 0.002 0.3027
H -2.006380 -1.531661 4.891098 -0.001 0.000 -0.003 0.4262
H -0.694522 -0.774325 4.000377 0.018 -0.001 -0.016 0.0672
H -2.159751 -1.268801 3.157513 0.023 0.009 0.004 0.2554
H -0.540085 1.762337 -4.311763 0.001 -0.001 -0.004 0.5019
H -1.560101 3.976519 -4.789830 0.001 0.000 0.000 0.4318
H -3.575224 4.687306 -3.555739 0.001 0.002 0.000 0.4279
H -4.585910 3.210564 -1.855933 -0.002 0.001 -0.001 0.4428
H -3.553773 0.999648 -1.374715 0.001 -0.002 -0.002 0.5069
H 0.397751 2.061845 3.765656 -0.008 -0.003 -0.008 0.5650
H 2.154558 3.742762 4.175589 0.005 0.004 0.002 0.4480
H 2.677599 5.423890 2.428437 0.001 0.004 -0.002 0.3782
H 1.408883 5.431851 0.317590 0.005 0.001 -0.001 0.4391
H -0.378933 4.743602 -0.996237 0.012 0.000 -0.005 0.5407
H -1.663670 3.771544 -0.263412 -0.005 0.015 0.006 0.1657
H -0.357910 2.982899 -1.131236 -0.015 0.016 0.009 -0.0069
H -3.474222 3.626987 1.856556 0.009 0.014 -0.015 0.1951
H -2.043844 4.347432 2.586641 0.006 -0.005 0.005 0.2096
H -3.644061 4.752073 3.210701 0.001 0.007 -0.006 0.4620
H -3.931643 3.929194 5.308769 -0.001 0.003 0.000 0.4020
```
Positions in Å, forces in eV/Å.

The multiplicity is 1. The largest force on an atom comes out at 0.66 eV/A. As for the LUMO energy: -3.3 eV. Its total charge is +1. The calculation puts the frontier orbital gap at 6.508 eV. The relative energy (zero: lowest compared OMol25 entry of this formula, charge and spin) comes out at 14.0 kJ/mol. Its electronic energy is -165178.4231 eV.